# 1
A cluster of 8 separate species, C48H72ClIN2O24 in total, computed with ωB97M-V with the def2-TZVPD basis set.

Properties
SMILES string = CCC[C@H](C)C1=CC(=O)c2c(CCCI)c(-c3ccncc3)c(CC(=O)Cl)c(CNC)c2C1=O.COC(=O)OC.COC(=O)OC.COC(=O)OC.COC(=O)OC.COC(=O)OC.COC(=O)OC.COC(=O)OC
LUMO = -1.077 eV
E_HOMO = -9.0 eV
Kohn-Sham gap = 7.87 eV

Geometry as ORCA input:
```
! RIJCOSX wB97M-V def2-TZVPD def2/J DEFGRID3
* xyz 0 1
C -4.2200 -2.7434 3.1646
C -5.3680 -2.0908 4.0765
C -5.7812 -0.7240 3.3530
C -4.8263 0.4718 3.7602
C -5.6515 1.4944 4.6424
C -4.0411 1.1260 2.5815
C -2.9794 1.9300 2.8724
C -2.1042 2.5889 1.7558
O -1.6396 3.6989 1.8753
C -1.9334 1.7023 0.4721
C -0.7040 1.7225 -0.3092
C 0.4994 2.6589 0.0570
C 0.6056 3.9159 -0.9005
C -0.7805 4.6223 -1.1869
I -1.3503 4.5029 -3.2998
C -0.6215 0.8203 -1.4783
C 0.6985 0.8193 -2.2691
C 0.9382 1.5154 -3.5326
C 2.2185 1.3950 -4.1836
N 3.3593 0.7356 -3.8095
C 3.0944 0.1377 -2.6041
C 1.8896 0.0971 -1.8151
C -1.7624 -0.0481 -1.8170
C -1.5819 -1.0105 -3.0456
C -1.4507 -2.4850 -2.4660
O -1.7241 -3.4212 -3.1479
Cl -0.9278 -2.8363 -0.7668
C -3.0172 -0.0414 -1.0255
C -4.2158 -0.9812 -1.3803
N -5.2957 -0.3535 -2.1574
C -4.8737 0.0636 -3.5175
C -3.1027 0.8483 0.1351
C -4.3628 0.9278 1.0632
O -5.4888 0.8783 0.6246
H -4.5955 -3.6507 2.6239
H -3.3252 -2.9379 3.8044
H -3.9464 -2.0064 2.3524
H -5.0504 -1.9339 5.1355
H -6.2596 -2.7734 3.9945
H -5.8195 -0.9541 2.2617
H -6.8171 -0.4524 3.7056
H -4.0474 0.0256 4.4478
H -6.2789 2.1821 4.0271
H -6.2780 0.8979 5.3668
H -4.9076 2.0403 5.2911
H -2.6572 2.1212 3.9224
H 0.4927 2.9769 1.1298
H 1.4555 2.0742 -0.0849
H 1.2648 4.6893 -0.4119
H 1.1267 3.6527 -1.8641
H -1.6094 4.2888 -0.5148
H -0.6456 5.7218 -0.9933
H 0.1332 2.1340 -3.9881
H 2.3109 1.9317 -5.1683
H 3.9756 -0.4108 -2.1691
H 1.8618 -0.4783 -0.8614
H -0.6269 -0.8302 -3.6017
H -2.4160 -0.9512 -3.7839
H -4.6650 -1.3614 -0.4173
H -3.9084 -1.9088 -1.9436
H -5.6600 0.4892 -1.7126
H -5.0575 -0.7834 -4.2291
H -3.8427 0.5014 -3.5766
H -5.5854 0.8823 -3.8330
C 5.1855 3.0289 -2.8315
O 6.1089 3.6681 -3.7159
C 7.3520 3.1782 -3.6608
O 7.7286 2.2806 -2.9520
O 8.1054 3.8616 -4.5315
C 9.4688 3.4420 -4.5799
H 4.2150 3.5065 -2.9624
H 5.0868 1.9751 -3.0759
H 5.4966 3.1570 -1.7930
H 9.5400 2.4007 -4.8964
H 9.9503 3.5842 -3.6114
H 9.9821 4.0605 -5.3142
C -5.9384 5.2274 -7.0853
O -7.3391 5.1008 -6.8451
C -7.6800 4.0022 -6.1607
O -6.9230 3.1575 -5.7555
O -9.0088 4.0063 -6.0055
C -9.5175 2.8830 -5.2868
H -5.7791 6.1481 -7.6441
H -5.3908 5.2945 -6.1443
H -5.5734 4.3924 -7.6845
H -9.1116 2.8575 -4.2748
H -9.2943 1.9549 -5.8143
H -10.5985 2.9949 -5.2240
C -5.3598 -7.4361 5.9227
O -4.8092 -8.3989 5.0234
C -4.1919 -7.8687 3.9614
O -4.0755 -6.6934 3.7240
O -3.7257 -8.8714 3.2092
C -3.0369 -8.4487 2.0319
H -5.8315 -7.9806 6.7388
H -4.5748 -6.8018 6.3369
H -6.1188 -6.8325 5.4232
H -2.1598 -7.8543 2.2913
H -3.7032 -7.8860 1.3770
H -2.7067 -9.3426 1.5055
C 0.9060 8.4696 -5.4469
O 2.2742 8.3184 -5.8173
C 3.0055 7.6131 -4.9436
O 2.6075 7.1217 -3.9167
O 4.2564 7.5497 -5.4107
C 5.1590 6.8203 -4.5769
H 0.4135 9.0553 -6.2215
H 0.4144 7.4978 -5.3821
H 0.8210 9.0072 -4.5016
H 4.8399 5.7832 -4.4785
H 5.2442 7.2919 -3.5969
H 6.1363 6.8370 -5.0560
C 11.3208 3.3100 -0.3457
O 12.2429 3.9490 -1.2292
C 13.4866 3.4579 -1.1740
O 13.8617 2.5597 -0.4663
O 14.2406 4.1408 -2.0443
C 15.6036 3.7208 -2.0926
H 10.3504 3.7862 -0.4755
H 11.2214 2.2524 -0.5925
H 11.6322 3.4360 0.6919
H 15.6746 2.6793 -2.4084
H 16.0849 3.8627 -1.1243
H 16.1132 4.3416 -2.8275
C -1.9909 -7.1406 11.1551
O -2.5992 -6.7804 9.9151
C -1.7374 -6.6409 8.9013
O -0.5435 -6.7911 8.9613
O -2.4325 -6.3058 7.8088
C -1.6306 -6.1230 6.6415
H -2.7825 -7.2245 11.8976
H -1.4888 -8.1052 11.0720
H -1.2911 -6.3694 11.4791
H -1.1145 -7.0471 6.3811
H -0.9173 -5.3108 6.7874
H -2.2940 -5.8555 5.8199
C 1.8431 -7.3378 5.7838
O 1.2380 -6.9777 4.5405
C 2.1021 -6.8364 3.5280
O 3.2948 -6.9844 3.5843
O 1.3973 -6.5017 2.4419
C 2.1677 -6.3145 1.2558
H 1.0517 -7.4219 6.5265
H 2.3460 -8.3023 5.7037
H 2.5411 -6.5661 6.1101
H 2.6782 -7.2373 0.9781
H 2.8831 -5.5007 1.3802
H 1.4756 -6.0485 0.4583
*
```

---

# 2
A cluster of 12 separate species, C48H72O36 in total, computed with ωB97M-V with the def2-TZVPD basis set.

Properties
SMILES string = C[C@H]1COC(=O)O1.C[C@H]1COC(=O)O1.C[C@H]1COC(=O)O1.C[C@H]1COC(=O)O1.C[C@H]1COC(=O)O1.C[C@H]1COC(=O)O1.C[C@H]1COC(=O)O1.C[C@H]1COC(=O)O1.C[C@H]1COC(=O)O1.C[C@H]1COC(=O)O1.C[C@H]1COC(=O)O1.C[C@H]1COC(=O)O1
Relative energy (zero: lowest compared OMol25 entry of this formula, charge and spin) = 118.6 kcal/mol
LUMO = 0.072 eV
E_HOMO = -10.3 eV
Kohn-Sham gap = 10.34 eV

Geometry as ORCA input:
```
! RIJCOSX wB97M-V def2-TZVPD def2/J DEFGRID3
* xyz 0 1
C -5.1069 -2.0281 4.8572
C -5.0929 -0.8488 3.9055
C -5.5149 0.5285 4.5515
O -4.4870 1.3908 4.1390
C -3.5172 0.7614 3.4749
O -2.4512 1.2197 3.1772
O -3.7563 -0.5609 3.4593
H -4.5035 -1.8265 5.7424
H -4.8057 -2.9390 4.3487
H -6.1576 -2.0591 5.1594
H -5.6822 -1.0800 3.0190
H -5.6232 0.4292 5.6327
H -6.4957 0.8293 4.1861
C 4.8992 -4.3630 2.7550
C 4.7499 -3.1126 1.9020
C 4.2597 -1.8427 2.6848
O 5.2381 -0.8495 2.5461
C 6.2523 -1.3587 1.8485
O 7.1580 -0.6543 1.4866
O 6.1235 -2.6742 1.6866
H 5.0163 -5.1890 2.0486
H 4.0304 -4.4895 3.3980
H 5.8440 -4.3263 3.2889
H 4.1270 -3.1513 1.0088
H 4.0680 -2.1454 3.7276
H 3.1967 -1.6044 2.5861
C 1.2739 -3.3977 -2.1751
C -0.0146 -4.1350 -2.4086
C -0.7146 -4.8036 -1.2304
O -2.0766 -4.5123 -1.4986
C -2.2196 -3.8094 -2.6372
O -3.2234 -3.7046 -3.2658
O -1.0180 -3.2840 -2.9780
H 1.7814 -4.1049 -1.5067
H 1.1274 -2.4004 -1.7741
H 1.8734 -3.4950 -3.0793
H 0.1698 -4.8595 -3.2097
H -0.3549 -4.5441 -0.2335
H -0.4920 -5.8709 -1.3104
C 0.2186 0.1370 4.8906
C 1.4332 -0.2670 5.7474
C 1.0349 -0.8069 7.0864
O 1.9116 -1.9018 7.2808
C 2.3680 -2.2965 6.0914
O 2.9739 -3.3081 5.8820
O 1.9693 -1.4552 5.1175
H -0.0790 1.1848 4.8948
H -0.6905 -0.4485 5.0281
H 0.5235 -0.0912 3.8672
H 2.2467 0.4601 5.7400
H 0.0020 -1.1644 7.0452
H 1.0733 -0.0452 7.8648
C -0.4080 -4.9422 7.2033
C -0.9714 -5.0368 5.7994
C -2.3081 -4.3211 5.7114
O -2.2336 -3.5804 4.5070
C -0.9788 -3.5505 4.0783
O -0.6039 -2.9971 3.0845
O -0.1747 -4.2444 4.9173
H -1.1372 -5.3612 7.9081
H -0.2114 -3.9321 7.5569
H 0.4513 -5.5916 7.3714
H -1.0825 -6.0796 5.4941
H -2.3419 -3.6197 6.5558
H -3.1684 -4.9475 5.9452
C -3.1352 -0.3160 -2.4328
C -4.4896 -0.5412 -1.7833
C -5.4071 -1.6468 -2.3165
O -5.5541 -2.4579 -1.1602
C -4.8919 -1.9968 -0.0669
O -4.7194 -2.5279 0.9769
O -4.3061 -0.8148 -0.3916
H -3.3417 0.0033 -3.4591
H -2.6158 -1.2648 -2.5816
H -2.4943 0.4007 -1.9347
H -5.1391 0.3400 -1.7547
H -4.8156 -2.1797 -3.0614
H -6.3803 -1.3400 -2.6891
C -2.1784 3.8171 0.9083
C -3.3356 4.7733 1.1388
C -4.4992 4.5991 0.1113
O -5.5892 4.4446 1.0076
C -5.2258 4.2601 2.2618
O -5.9089 3.8994 3.1644
O -3.8893 4.5076 2.4076
H -1.6374 3.5081 1.8026
H -1.4594 4.1979 0.1789
H -2.4606 2.8535 0.4741
H -2.9882 5.8106 1.1725
H -4.4285 3.6957 -0.4926
H -4.5974 5.5128 -0.4707
C -1.0464 5.6566 -5.7988
C -2.2251 5.0828 -5.0299
C -2.8015 3.8034 -5.6007
O -3.1304 3.0164 -4.4852
C -2.4426 3.4911 -3.4224
O -2.3280 2.9004 -2.3912
O -1.8286 4.6361 -3.7105
H -0.1746 5.8438 -5.1761
H -1.3721 6.6218 -6.1952
H -0.7337 5.1011 -6.6820
H -3.0158 5.8161 -4.8599
H -2.0952 3.3333 -6.2916
H -3.6428 4.0547 -6.2513
C 1.1024 3.9312 -1.3167
C 1.5914 4.4880 -2.6712
C 3.1158 4.5736 -2.8023
O 3.3628 4.0777 -4.1261
C 2.2529 3.4752 -4.5536
O 2.1115 2.9268 -5.6081
O 1.3091 3.4133 -3.5986
H 1.6530 4.2967 -0.4512
H 1.2269 2.8498 -1.2862
H 0.0249 4.0988 -1.3258
H 0.9857 5.3415 -2.9765
H 3.5793 3.9020 -2.0749
H 3.4947 5.5676 -2.5720
C -0.5421 0.5961 0.0082
C 0.7628 0.3118 0.7410
C 1.2036 -1.1722 0.7676
O 2.5384 -1.0471 0.2054
C 2.8710 0.2400 -0.0633
O 3.9477 0.5416 -0.4636
O 1.8523 1.0519 0.2407
H -0.5559 1.5631 -0.4945
H -1.3575 0.3737 0.6917
H -0.5186 -0.0783 -0.8566
H 0.6127 0.5898 1.7876
H 0.6518 -1.7604 0.0378
H 1.1147 -1.5296 1.7903
C 1.6301 -0.0032 -3.4397
C 0.9412 -0.6923 -4.6130
C -0.1683 0.0652 -5.3214
O 0.1343 -0.0227 -6.6922
C 1.4345 -0.4603 -6.8111
O 2.0667 -0.4366 -7.8136
O 1.8594 -0.9967 -5.6608
H 1.7955 1.0536 -3.6613
H 2.6133 -0.4487 -3.2847
H 1.0081 -0.1681 -2.5599
H 0.5118 -1.6065 -4.1937
H -0.0907 1.1060 -4.9711
H -1.1901 -0.2341 -5.0888
C 6.9209 0.9106 -1.7013
C 6.1974 0.5327 -2.9870
C 5.4944 1.6292 -3.7581
O 6.3873 1.7837 -4.8450
C 7.2271 0.7216 -4.9675
O 7.8971 0.5410 -5.9206
O 7.0255 -0.1551 -3.9262
H 6.3176 0.9175 -0.7875
H 7.4604 1.8409 -1.8599
H 7.4227 0.0169 -1.3113
H 5.4029 -0.1938 -2.7938
H 5.4598 2.5549 -3.1845
H 4.4765 1.2987 -3.9720
*
```

---

# 3
A cluster of 5 separate species, C48H73BrN3O16PS3 in total, computed with ωB97M-V with the def2-TZVPD basis set.

Properties
SMILES string = COCc1nc2c(P(O)(O)=S)c(CCCSC(=S)N(c3ccccc3)c3ccccc3)c(COC(C)=O)c(COO)c2nc1CC(=O)Br.COCCOC.COCCOC.COCCOC.COCCOC
LUMO = -0.920 eV
E_HOMO = -8.3 eV
Kohn-Sham gap = 7.43 eV

Geometry as ORCA input:
```
! RIJCOSX wB97M-V def2-TZVPD def2/J DEFGRID3
* xyz 0 1
C -4.5483 1.3863 3.1598
O -5.3681 0.2528 2.8886
C -5.9131 0.2724 1.5937
C -4.8255 0.0360 0.5343
N -4.2273 -1.1174 0.6040
C -3.2351 -1.3237 -0.3068
C -2.5221 -2.5527 -0.2461
P -2.8990 -3.8570 0.9799
O -1.5153 -4.2170 1.7760
O -3.9612 -3.3717 2.0911
S -3.5981 -5.4443 0.1243
C -1.5030 -2.7991 -1.1280
C -0.6603 -4.0593 -1.1090
C 0.7858 -3.7969 -0.5712
C 0.9567 -2.3999 0.0355
S 2.5291 -2.3484 0.9691
C 2.3388 -0.7548 1.8082
S 1.1273 -0.5834 2.8713
N 3.2765 0.2105 1.4011
C 3.7243 1.1209 2.4338
C 2.9829 2.0986 3.0582
C 3.4913 2.9350 4.0216
C 4.8223 2.8180 4.3607
C 5.5805 1.8527 3.7428
C 5.0494 1.0090 2.7987
C 2.9268 0.8121 0.1316
C 2.1752 1.9553 -0.0429
C 1.9417 2.4377 -1.3149
C 2.4122 1.8001 -2.4289
C 3.1428 0.6330 -2.2719
C 3.3858 0.1705 -1.0050
C -1.1931 -1.8228 -2.1360
C -0.0878 -2.0617 -3.1522
O -0.5655 -2.2262 -4.5074
C -1.7266 -2.9636 -4.5855
C -2.9238 -2.2177 -5.1714
O -1.8097 -4.1208 -4.2570
C -1.8871 -0.6579 -2.1784
C -1.5090 0.3892 -3.2369
O -0.2622 0.9861 -2.8968
O -0.4449 1.8615 -1.8073
C -2.9316 -0.3629 -1.2635
N -3.5428 0.8531 -1.3659
C -4.4560 1.0118 -0.4475
C -5.1725 2.3572 -0.4496
C -6.6124 2.2610 -0.9975
O -7.3600 3.1925 -0.9590
Br -7.2424 0.5674 -1.7975
H -4.5748 1.5659 4.2368
H -4.9638 2.2492 2.6241
H -3.5052 1.1999 2.8661
H -6.5392 1.1493 1.3818
H -6.5743 -0.5997 1.5293
H -1.0502 -3.3700 1.9042
H -3.7736 -3.8655 2.9040
H -0.5600 -4.3738 -2.1522
H -1.0864 -4.8605 -0.5163
H 1.0549 -4.5368 0.1898
H 1.5090 -3.8930 -1.3890
H 1.0278 -1.6147 -0.7295
H 0.1309 -2.0966 0.6898
H 1.9343 2.2132 2.8017
H 2.8498 3.6705 4.4958
H 5.2420 3.4942 5.1008
H 6.6331 1.7793 4.0033
H 5.6850 0.2722 2.3161
H 1.7628 2.4811 0.8089
H 1.3633 3.3654 -1.3804
H 2.2447 2.1840 -3.4308
H 3.5408 0.0820 -3.1182
H 3.9528 -0.7509 -0.8981
H 0.5565 -1.1772 -3.1619
H 0.5567 -2.9111 -2.9188
H -3.5207 -1.8302 -4.3397
H -2.5651 -1.4156 -5.8236
H -3.5276 -2.9063 -5.7651
H -1.3980 -0.0918 -4.2096
H -2.2860 1.1512 -3.3394
H 0.0789 1.4653 -1.0934
H -5.2149 2.7868 0.5515
H -4.6627 3.0581 -1.1176
C 3.3642 6.3459 10.1077
O 2.3327 6.3034 9.1353
C 2.7493 6.7743 7.8631
C 3.0928 5.6345 6.9242
O 4.2163 4.8941 7.3781
C 3.8568 3.7006 8.0578
H 3.0688 5.7053 10.9377
H 4.3166 5.9880 9.7117
H 3.4861 7.3688 10.4792
H 3.5950 7.4618 7.9629
H 1.9103 7.3346 7.4391
H 3.3598 6.0550 5.9489
H 2.2292 4.9767 6.7808
H 3.5903 2.9258 7.3307
H 3.0252 3.8520 8.7485
H 4.7223 3.3628 8.6267
C 6.9019 -1.4049 -2.4329
O 5.8433 -1.4885 -3.3743
C 6.2107 -1.0048 -4.6589
C 6.5678 -2.1335 -5.6061
O 7.7268 -2.8331 -5.1803
C 7.4272 -4.0361 -4.4912
H 6.6554 -2.0538 -1.5927
H 7.8541 -1.7281 -2.8572
H 6.9960 -0.3767 -2.0671
H 7.0339 -0.2883 -4.5806
H 5.3419 -0.4738 -5.0618
H 6.7948 -1.7059 -6.5875
H 5.7243 -2.8203 -5.7272
H 7.1685 -4.8234 -5.2068
H 6.6091 -3.9086 -3.7794
H 8.3194 -4.3396 -3.9448
C -0.7634 5.8723 -3.0651
O 0.2686 5.6988 -2.1065
C 1.4779 6.3462 -2.4793
C 1.6427 7.6814 -1.7807
O 0.6447 8.6112 -2.1745
C -0.4230 8.7053 -1.2467
H -1.7103 5.6246 -2.5868
H -0.8137 6.8994 -3.4314
H -0.6079 5.1918 -3.9087
H 1.5322 6.4665 -3.5655
H 2.2994 5.6897 -2.1737
H 2.6084 8.1081 -2.0685
H 1.6440 7.5532 -0.6937
H -0.1261 9.3269 -0.3953
H -0.7421 7.7248 -0.8874
H -1.2634 9.1813 -1.7508
C -5.5582 -9.6119 -2.1159
O -5.7476 -8.2923 -1.6371
C -7.0578 -7.8015 -1.8702
C -7.9287 -7.9134 -0.6347
O -8.1512 -9.2668 -0.2641
C -7.2964 -9.7002 0.7807
H -4.6636 -10.0149 -1.6421
H -6.4034 -10.2611 -1.8774
H -5.4051 -9.5981 -3.2007
H -7.5187 -8.3168 -2.7192
H -6.9607 -6.7435 -2.1328
H -8.9080 -7.4779 -0.8575
H -7.4937 -7.3514 0.1973
H -7.6670 -9.3347 1.7443
H -6.2680 -9.3636 0.6356
H -7.3078 -10.7898 0.7920
*
```